No. 1
Entry from OMol25: one molecule with the formula C7H11NOP2 at a distorted geometry (ωB97M-V/def2-TZVPD).

Last column: natural (NBO) charge in e.
Positions of all 22 atoms, in Å:
O1 1.29214 -1.22843 -0.35208  -0.724
C1 0.89933 -1.02719 0.92001  -0.372
P1 1.99484 -1.67478 2.36897  0.246
P2 -0.71127 -1.88279 1.20688  0.523
C2 -1.77579 -0.94598 -0.04397  -0.714
C3 -1.21661 0.37360 -0.48443  -0.071
C4 -0.27023 0.41373 -1.53205  -0.139
C5 0.28231 1.62431 -1.88769  -0.256
C6 0.00194 2.70619 -1.11283  0.026
N1 -0.87249 2.65347 -0.09961  -0.415
C7 -1.39482 1.53017 0.26399  0.018
H1 1.69514 -2.03282 -0.48514  0.480
H2 0.71660 -0.00338 1.16425  0.207
H3 2.87018 -0.73643 1.84149  -0.016
H4 2.74831 -2.67936 1.64626  -0.026
H5 -0.89691 -1.19878 2.36773  -0.052
H6 -1.82405 -1.60833 -1.02315  0.239
H7 -2.79515 -0.75835 0.37017  0.246
H8 -0.00420 -0.44152 -2.09879  0.219
H9 0.92867 1.67431 -2.66190  0.209
H10 0.46926 3.70105 -1.32396  0.192
H11 -2.13721 1.54130 0.95583  0.180

Forces on atoms 1 to 6 (eV/Å):
0.2 2.8 -1.6
-1.2 -2.1 2.8
0.3 0.3 -1.3
-0.3 -0.9 -1.4
-0.6 -0.6 -1.5
1.8 -1.0 -0.3

lowest unoccupied orbital energy = 0.02376 Ha
ΔE to the lowest compared entry with this formula, charge and spin = 0.0 kJ/mol
frontier orbital gap = 0.347 Eh
SMILES = O[C@H](P)PCc1cccnc1
net charge = 0
spin multiplicity = 1

***

No. 2
Entry from OMol25: a 2-piece molecular cluster, C4H11N3 overall at a distorted geometry (ωB97M-V/def2-TZVPD).

Last column: natural (NBO) charge in e.
Positions of all 18 atoms, in Å:
C1 -1.13740 0.23732 -0.88519  -0.532
C2 -0.75410 -0.26802 0.48639  -0.443
C3 0.74131 -0.38770 0.31599  0.155
C4 1.56909 0.74457 0.22138  0.114
N1 2.86620 0.54027 -0.04790  -0.708
N2 1.26934 -1.58598 0.19638  -0.762
N3 -3.61788 0.39243 -0.10307  -1.047
H1 -0.98514 -0.45352 -1.69153  0.216
H2 -0.64852 1.19405 -1.05450  0.196
H3 -1.10311 0.45229 1.22562  0.228
H4 -1.21980 -1.22920 0.67775  0.232
H5 1.13237 1.72627 0.03598  0.210
H6 3.48590 1.21645 0.37844  0.393
H7 3.05809 -0.42880 0.21058  0.425
H8 -4.10763 -0.41729 -0.50094  0.330
H9 0.95652 -2.19108 0.94993  0.346
H10 -4.17905 1.21570 -0.35075  0.335
H11 -2.36742 0.38397 -0.77381  0.314

Forces on atoms 1 to 6 (eV/Å):
2.0 0.1 0.6
-0.7 0.8 0.0
-0.7 -2.0 0.6
-0.8 0.4 -2.6
-0.3 0.2 1.8
1.6 0.9 0.8

lowest unoccupied orbital energy = -0.07696 Ha
ΔE to the lowest compared entry with this formula, charge and spin = 651.3 kJ/mol
frontier orbital gap = 0.164 Eh
net charge = 0
spin multiplicity = 1

***

Repeat the first record exactly.
Entry from OMol25: one molecule with the formula C7H11NOP2 at a distorted geometry (ωB97M-V/def2-TZVPD).

Last column: natural (NBO) charge in e.
Positions of all 22 atoms, in Å:
O1 1.29214 -1.22843 -0.35208  -0.724
C1 0.89933 -1.02719 0.92001  -0.372
P1 1.99484 -1.67478 2.36897  0.246
P2 -0.71127 -1.88279 1.20688  0.523
C2 -1.77579 -0.94598 -0.04397  -0.714
C3 -1.21661 0.37360 -0.48443  -0.071
C4 -0.27023 0.41373 -1.53205  -0.139
C5 0.28231 1.62431 -1.88769  -0.256
C6 0.00194 2.70619 -1.11283  0.026
N1 -0.87249 2.65347 -0.09961  -0.415
C7 -1.39482 1.53017 0.26399  0.018
H1 1.69514 -2.03282 -0.48514  0.480
H2 0.71660 -0.00338 1.16425  0.207
H3 2.87018 -0.73643 1.84149  -0.016
H4 2.74831 -2.67936 1.64626  -0.026
H5 -0.89691 -1.19878 2.36773  -0.052
H6 -1.82405 -1.60833 -1.02315  0.239
H7 -2.79515 -0.75835 0.37017  0.246
H8 -0.00420 -0.44152 -2.09879  0.219
H9 0.92867 1.67431 -2.66190  0.209
H10 0.46926 3.70105 -1.32396  0.192
H11 -2.13721 1.54130 0.95583  0.180

Forces on atoms 1 to 6 (eV/Å):
0.2 2.8 -1.6
-1.2 -2.1 2.8
0.3 0.3 -1.3
-0.3 -0.9 -1.4
-0.6 -0.6 -1.5
1.8 -1.0 -0.3

lowest unoccupied orbital energy = 0.02376 Ha
ΔE to the lowest compared entry with this formula, charge and spin = 0.0 kJ/mol
frontier orbital gap = 0.347 Eh
SMILES = O[C@H](P)PCc1cccnc1
net charge = 0
spin multiplicity = 1